A 15-piece molecular cluster, C80H179N11O12 overall in a non-equilibrium geometry, computed with ωB97M-V/def2-TZVPD.

## Properties
Highest occupied orbital energy, eV: -15.3
Energy, hartree: -4657.77786
E_LUMO, hartree: -0.372
Net charge: +8
Spin multiplicity: 1

Geometry as XYZ:
```
282
Properties=species:S:1:pos:R:3:forces:R:3
C -11.41678 -3.72797 5.61223 0.01 -0.49 1.30
C -11.05661 -4.25198 4.28806 -0.46 0.18 0.77
O -10.88909 -3.67522 3.27702 0.37 -0.04 -0.32
N -11.09561 -5.77674 4.21921 0.63 0.56 -2.45
H -10.91887 -6.31664 5.03871 0.00 -0.39 1.48
H -12.06902 -5.94462 3.91944 0.37 -0.39 -0.01
C -10.08545 -6.28618 3.19726 -1.32 -1.49 0.27
H -12.05949 -2.88013 5.45158 -0.12 0.50 0.12
H -10.51562 -3.42344 6.18498 -0.44 -0.08 -0.40
H -11.95601 -4.48198 6.23202 0.38 0.52 -0.46
H -10.50497 -7.24346 2.92417 -0.10 -0.25 -0.57
H -9.19471 -6.58367 3.72135 0.55 0.69 0.21
H -9.97835 -5.66508 2.31840 -0.01 0.33 0.33
C -8.28606 0.69238 -5.27469 -0.04 0.26 0.46
C -7.41488 1.81835 -4.75042 2.20 -0.08 -5.88
O -6.58189 2.37366 -5.51957 -0.68 -1.00 2.29
N -7.80795 2.24525 -3.60254 -0.12 1.82 3.99
H -8.68200 1.86153 -3.31349 -0.24 -0.25 0.46
H -6.85694 -1.23962 -0.10840 -3.83 0.16 0.25
C -7.01579 2.87832 -2.52374 0.57 -2.29 -0.55
H -7.90069 0.14133 -6.13065 0.21 0.29 0.16
H -9.13000 1.30170 -5.60521 -0.56 -0.67 -0.12
H -8.54607 0.01283 -4.44356 -0.21 0.21 -0.59
H -5.94144 2.62233 -2.60138 -0.52 0.33 -0.46
H -7.32220 2.35281 -1.63544 -0.20 0.00 0.59
H -7.13531 3.90330 -2.33937 -0.33 1.54 -0.27
C -0.12646 0.79886 10.52189 2.34 3.00 1.33
C 0.62869 1.86765 11.18512 -1.53 -3.71 -3.84
O 1.44517 2.61970 10.66661 0.54 0.91 0.52
N 0.39159 2.02995 12.65219 -0.87 -0.37 1.59
H 0.93174 1.32297 13.20888 -0.24 0.99 -0.74
H 0.66886 2.99867 12.96411 -0.18 -1.21 -0.58
C -1.06949 1.76973 12.98815 0.98 -0.54 1.48
H -0.71237 0.07517 11.01180 -0.66 -0.49 0.59
H -10.14908 -8.90397 6.57425 -0.55 -0.04 0.98
H 0.02744 0.68354 9.45261 0.13 0.16 0.28
H -1.31313 0.69667 12.98900 0.29 0.56 -0.64
H -1.70506 2.38196 12.40120 -0.39 0.25 -0.74
H -1.15820 2.04415 14.01959 -0.26 0.39 0.68
C 10.38638 -7.22690 3.31855 -0.38 0.07 -0.74
C 9.28971 -8.32697 3.35402 0.20 -0.21 0.04
C 8.83222 -8.65330 1.93243 -0.83 1.03 -0.39
N 7.64424 -9.61401 1.69931 0.27 0.65 0.01
C 7.46385 -9.77880 0.17881 -1.31 0.12 0.84
C 6.99933 -8.49831 -0.49739 0.04 0.68 0.87
C 5.70227 -8.02020 0.22543 -0.05 -0.80 0.21
C 5.90280 -7.71009 1.72195 2.47 -0.19 -1.28
C 6.41393 -8.98011 2.36814 0.66 -0.69 0.02
C 7.93805 -10.96144 2.29034 0.06 0.52 0.00
H 9.88097 -6.26678 3.24303 0.04 0.21 -0.09
H 11.04059 -7.30920 2.43156 -0.31 -0.15 0.33
H 11.05131 -7.15625 4.17733 -0.29 -0.45 0.17
H 8.49362 -8.07537 4.04458 -0.24 0.44 -0.04
H 9.67348 -9.24198 3.74465 0.64 -0.70 0.48
H 9.72101 -9.07994 1.46487 -0.37 0.11 -0.60
H 8.43210 -7.73738 1.43928 1.12 -0.60 0.18
H 8.38610 -10.20352 -0.11327 1.01 -0.21 -0.80
H 6.66332 -10.52904 -0.02119 0.58 0.31 0.61
H 7.76586 -7.69995 -0.53507 -0.31 -0.37 0.33
H 6.83106 -8.71033 -1.54150 -0.36 -0.26 -0.30
H 5.26334 -7.19371 -0.28419 -0.21 0.75 -0.41
H 4.94046 -8.82200 0.20183 0.30 0.12 -0.31
H 6.68874 -6.92098 1.81212 -0.95 -0.20 0.21
H 4.99754 -7.45386 2.22299 -0.61 0.46 0.27
H 6.76255 -8.84656 3.38875 -0.53 -0.03 0.13
H 5.61722 -9.71014 2.29693 -0.01 -0.43 0.28
H 7.27315 -11.66354 1.81845 -0.46 -0.35 0.30
H 7.84915 -10.89508 3.37441 -0.18 -0.21 -0.14
H 8.94775 -11.27043 2.03993 0.19 0.20 -0.09
C 3.95815 2.22391 5.51601 1.02 -0.47 0.14
C 4.09357 1.57139 6.89024 0.08 -0.32 -0.24
C 5.52335 0.91854 6.95928 -1.32 0.92 -0.45
N 5.87788 0.31004 8.26771 0.31 -0.91 -0.39
C 4.82480 -0.73550 8.61483 -0.52 -0.51 0.27
C 4.68692 -1.91369 7.59915 0.61 1.14 1.20
C 6.05028 -2.56128 7.49445 1.27 -0.59 -0.20
C 7.18462 -1.55333 7.12821 -0.07 -0.34 1.30
C 7.31180 -0.35126 8.08938 -1.85 -0.63 0.08
C 5.88874 1.33721 9.32296 0.26 0.21 1.46
H 3.01889 2.49982 5.12896 -1.67 0.76 0.66
H 4.17020 1.49735 4.75340 0.99 -0.53 -0.42
H 4.62161 3.07326 5.43313 0.23 0.18 -0.22
H 3.34436 0.79876 6.98644 -0.19 -0.42 -0.14
H 3.82060 2.25330 7.69695 0.57 0.20 -0.01
H 6.27756 1.66657 6.67167 -0.09 -0.29 0.33
H 5.54704 0.10483 6.23641 -0.03 0.34 -0.07
H 3.87229 -0.17653 8.70231 0.62 -0.41 0.22
H 5.09589 -1.18135 9.60021 -0.12 0.59 -0.60
H 4.30682 -1.55862 6.65438 -0.03 0.11 -0.46
H 3.90776 -2.54013 8.02327 0.09 -0.32 0.03
H 6.12769 -3.38296 6.78267 -0.45 0.21 -0.52
H 6.34238 -3.13057 8.39016 -0.28 0.66 0.32
H 6.99482 -1.09202 6.19248 0.03 -0.20 -1.30
H 8.13953 -2.11766 7.08646 -0.45 0.63 0.02
H 7.89008 0.45174 7.64967 0.47 -0.03 0.34
H 7.61824 -0.69465 9.07524 0.16 0.44 0.07
H 6.35176 0.92317 10.23884 -0.27 0.19 -0.53
H 4.91118 1.74969 9.57919 -0.26 -0.71 -0.18
H 6.42132 2.21583 9.01871 0.81 0.20 -0.41
C -6.49680 4.29599 2.49982 0.53 -0.27 -0.30
C -5.54556 5.05214 3.42370 -0.94 -0.88 1.57
C -5.49055 6.50152 3.05165 0.75 -0.37 -2.18
N -4.86055 7.40489 4.01266 -0.26 0.87 1.50
C -3.49403 6.91153 4.42179 -0.22 0.19 1.06
C -2.78999 7.83550 5.43100 -0.32 -0.25 0.14
C -2.53804 9.18661 4.73947 -0.42 -0.92 -0.64
C -3.90377 9.74383 4.32456 -0.17 1.09 -0.42
C -4.68750 8.77741 3.41874 0.62 0.66 0.39
C -5.77383 7.49504 5.20291 -0.71 0.73 -0.20
H -6.43366 3.20164 2.68490 0.04 0.75 -0.31
H -6.20784 4.55109 1.47434 -0.01 -0.51 -0.03
H -7.52902 4.59811 2.61756 -0.26 0.14 0.25
H -4.55507 4.61049 3.37514 0.08 -0.08 -0.19
H -5.90848 4.91138 4.46761 0.24 0.08 -0.53
H -6.47153 6.91050 2.77740 0.24 -0.04 0.14
H -4.81754 6.50381 2.16743 -0.61 0.39 0.11
H -2.86893 7.01356 3.55602 0.10 -0.87 -0.84
H -3.66258 5.88106 4.77689 0.52 0.54 -0.22
H -1.86600 7.32381 5.70621 0.08 0.13 -0.11
H -3.35588 7.92048 6.35297 -0.08 0.14 0.20
H -2.08831 8.82730 3.78738 0.63 0.98 0.48
H -1.91698 9.88885 5.33251 -0.37 -0.49 -0.61
H -3.86355 10.66331 3.68977 0.46 -0.58 0.47
H -4.43928 10.10565 5.20457 -0.31 -0.35 -0.01
H -4.08872 8.64067 2.52448 0.06 -0.24 -0.24
H -5.61992 9.24985 3.09983 -0.24 -0.56 0.32
H -5.40993 8.23629 5.91129 -0.06 -0.04 -0.20
H -5.86668 6.54423 5.72165 0.08 -0.01 -0.25
H -6.75499 7.82213 4.78918 0.61 -0.28 0.56
C -2.52829 3.22235 -4.17486 -0.83 -1.26 -0.25
C -2.39278 2.91197 -2.69537 0.09 1.13 0.51
C -1.63938 1.61032 -2.50327 -0.57 0.50 0.35
N -1.55965 1.17506 -1.04306 -0.28 -1.60 -0.58
C -0.66320 2.03527 -0.21674 0.56 -0.19 0.02
C 0.81836 1.89392 -0.70214 -0.52 -1.09 1.45
C 1.32245 0.42245 -0.81833 -0.51 0.87 -0.91
C 0.36227 -0.30405 -1.75366 0.23 -0.42 1.99
C -0.97285 -0.21765 -1.04703 -1.17 -1.38 -0.94
C -2.94823 0.93125 -0.47605 0.41 0.06 0.43
H -2.86483 4.21237 -4.36045 0.02 1.02 0.01
H -3.30952 2.59861 -4.64004 0.23 -0.04 0.19
H -1.62862 3.02695 -4.73105 0.56 0.13 -0.21
H -3.37861 2.92672 -2.23475 -0.10 -0.30 0.09
H -1.87067 3.76314 -2.17793 -0.17 -0.86 -0.41
H -0.64941 1.78229 -2.91228 0.12 -0.18 0.31
H -2.06028 0.75334 -3.04841 -0.16 0.34 0.15
H -1.02136 3.04929 -0.35375 0.03 0.31 0.64
H -0.79981 1.69342 0.83279 0.11 0.46 -0.66
H 0.90010 2.32947 -1.67491 0.29 0.60 -0.50
H 1.41065 2.44271 0.02969 0.05 0.21 -0.25
H 2.30409 0.36732 -1.26898 0.46 0.32 0.17
H 1.33229 -0.13036 0.10860 0.13 0.14 0.55
H 0.35209 0.15718 -2.70166 0.01 0.20 -1.18
H 0.71838 -1.32907 -1.83736 -0.44 -0.19 -0.20
H -1.76670 -0.89504 -1.43543 0.56 0.53 -0.30
H -0.90263 -0.56687 -0.02563 0.31 0.32 0.44
H -2.85194 0.34595 0.42983 0.36 -0.56 -0.07
H -3.52148 0.39111 -1.21760 -0.06 -0.07 -0.09
H -3.47408 1.77440 -0.09119 0.01 1.43 -0.43
C -2.13983 -7.14011 -3.13536 0.04 -0.47 0.27
C -2.83943 -8.47814 -3.31992 -1.00 0.02 0.32
C -1.85811 -9.64271 -3.06321 -0.78 1.01 0.68
N -2.43812 -11.02140 -3.17844 -1.11 0.09 -0.77
C -3.48077 -11.45703 -2.11583 -0.94 0.26 -1.85
C -3.10863 -11.17682 -4.55398 1.34 2.05 -0.30
C -2.99592 -12.60784 -4.84981 -1.75 -1.07 -0.90
C -1.63950 -13.05440 -4.31357 -0.79 0.64 0.18
C -1.35434 -12.04107 -3.20379 0.39 -1.02 1.23
H -1.59698 -7.12025 -2.21569 0.59 -0.26 0.82
H -2.77757 -6.27223 -3.02602 -0.41 -0.02 -0.63
H -1.41474 -7.04240 -3.91403 0.41 0.58 -0.64
H -3.37187 -8.48060 -4.27429 0.56 -0.30 -0.27
H -3.68409 -8.51613 -2.62453 0.21 -0.28 0.34
H -1.48844 -9.47652 -2.04256 0.04 -0.44 -0.14
H -0.99742 -9.59647 -3.73170 -0.18 -0.10 -0.11
H -3.14653 -11.17086 -1.15780 0.59 0.18 1.07
H -3.68738 -12.55204 -2.17749 0.56 0.92 -0.07
H -4.44156 -10.94563 -2.33555 0.70 -0.18 0.13
H -4.07628 -10.69181 -4.53836 -0.29 -0.31 0.11
H -2.51041 -10.60937 -5.33501 -0.30 -0.37 1.24
H -3.87747 -13.13362 -4.43368 0.65 -0.12 -0.23
H -3.09061 -12.61035 -5.94477 0.10 -0.88 0.26
H -1.62585 -14.07159 -3.93786 0.04 -0.06 -0.18
H -0.93896 -12.91836 -5.10616 0.75 -0.24 -0.42
H -1.41392 -12.50173 -2.21967 0.38 -0.18 -0.02
H -0.38200 -11.57940 -3.27686 0.13 0.30 -0.18
C -4.46254 11.27137 -6.55765 0.29 0.31 -0.52
C -4.49813 10.19230 -5.47799 -0.78 -0.11 0.26
C -5.80109 9.45253 -5.69240 -1.14 0.12 0.15
N -6.10563 8.21202 -4.80823 1.64 1.53 -0.54
C -6.53681 8.67579 -3.43667 0.84 -0.33 0.25
C -4.88246 7.28633 -4.78166 -1.46 -0.72 1.22
C -5.48893 5.94758 -4.29689 0.35 0.46 -0.31
C -6.88787 5.97638 -4.92616 -0.03 -0.29 -0.45
C -7.17056 7.40504 -5.43783 0.71 -1.49 0.04
H -5.24738 11.99922 -6.33740 0.30 0.19 -0.22
H -4.63428 10.88153 -7.57729 -0.25 -0.16 0.52
H -3.48311 11.75355 -6.68336 -0.34 0.06 0.60
H -4.43816 10.61398 -4.45195 0.34 -0.26 -0.66
H -3.76512 9.43513 -5.68886 0.98 0.01 0.32
H -5.80451 9.22139 -6.76727 -0.26 -0.79 0.48
H -6.69391 10.05166 -5.52154 0.09 0.42 -0.08
H -5.82433 9.45360 -3.09853 -0.51 -0.48 -0.14
H -6.49915 7.80960 -2.74766 -0.06 0.53 -0.39
H -7.55840 9.06444 -3.47904 0.32 0.01 -0.13
H -4.08219 7.63598 -4.16240 0.14 0.62 0.52
H -4.49945 7.22480 -5.77410 -0.01 -0.08 -0.91
H -5.49575 5.86681 -3.19052 0.08 0.06 -0.67
H -4.90502 5.12659 -4.72740 -0.17 0.06 0.37
H -7.66977 5.69481 -4.27390 -0.66 -0.40 1.08
H -6.93196 5.22738 -5.71065 -0.05 0.16 -0.34
H -8.14882 7.76299 -5.13651 -0.01 0.21 -0.41
H -6.96473 7.41273 -6.50157 -0.51 0.35 -0.18
C 3.60723 -1.92968 -7.33895 0.16 -0.10 2.02
C 4.39840 -3.18877 -7.75358 -0.82 0.97 1.69
C 4.95925 -2.95769 -9.08742 1.73 -1.39 -1.84
N 5.62166 -4.23914 -9.75762 -2.00 0.19 0.14
C 6.66573 -4.78686 -8.89250 0.45 -1.08 0.47
C 6.19639 -3.99600 -11.11708 -0.51 0.09 -0.80
C 6.32209 -5.40821 -11.75588 -0.74 0.95 0.07
C 5.23620 -6.28194 -11.04465 0.27 1.78 -0.86
C 4.55701 -5.33147 -10.04074 -0.07 -0.81 0.71
H 4.21694 -1.03218 -7.22332 0.29 -0.10 -0.34
H 3.27935 -2.13321 -6.27576 -0.16 0.30 -1.21
H 2.76776 -1.66262 -7.96673 -0.23 -0.26 -0.15
H 3.68254 -3.98211 -7.72900 -0.37 -0.79 -0.13
H 5.10567 -3.35025 -6.91410 0.02 -0.11 -0.89
H 5.83645 -2.33572 -8.99753 -0.03 0.80 -0.27
H 4.21079 -2.57822 -9.80648 0.54 -0.17 0.28
H 7.02820 -5.75346 -9.32197 -0.12 1.01 0.41
H 6.21438 -4.98442 -7.92816 0.06 -0.20 0.16
H 7.48455 -4.07974 -8.74066 -0.11 -0.06 -0.33
H 7.11555 -3.39098 -11.05235 -0.40 -0.33 0.02
H 5.41859 -3.45061 -11.69686 0.60 -0.09 0.49
H 7.30717 -5.83942 -11.66302 0.24 -0.02 -0.06
H 6.07703 -5.25426 -12.80456 0.27 -0.34 -0.08
H 5.76553 -7.00608 -10.50755 0.42 -1.48 0.70
H 4.60467 -6.74772 -11.80498 -0.24 0.11 0.54
H 4.25037 -5.86617 -9.09738 0.64 0.72 -0.77
H 3.64142 -4.87679 -10.41323 0.24 0.40 -0.23
C 4.35174 5.65230 -1.68761 -0.38 1.57 -1.58
C 5.49470 6.66207 -2.14816 -0.14 -2.59 -0.24
C 5.78751 7.43897 -0.90580 -0.02 0.67 0.70
N 6.56447 8.73349 -0.97653 1.53 -0.87 -0.96
C 7.84797 8.50124 -1.77703 -0.50 0.04 -0.54
C 5.78222 9.81141 -1.61285 -1.88 -0.04 0.07
C 6.37178 11.11062 -1.11743 -0.49 1.19 0.25
C 7.22761 10.74924 0.09094 0.17 -0.63 -0.14
C 6.87260 9.32024 0.37171 -0.58 -1.64 1.06
H 3.36588 6.19062 -1.66304 0.87 -0.65 0.27
H 4.61247 5.21844 -0.75582 0.07 -0.08 1.19
H 4.26438 4.79500 -2.34561 -0.03 0.13 -0.47
H 5.21572 7.22787 -3.01977 -0.41 0.44 -0.15
H 6.29967 5.98002 -2.49276 0.05 0.76 0.37
H 6.30308 6.78467 -0.18721 -0.27 0.39 -0.04
H 4.80067 7.75620 -0.55387 0.28 -0.12 0.58
H 8.56807 9.32414 -1.67170 -0.67 0.01 -0.27
H 7.53317 8.29862 -2.82748 0.48 0.44 0.79
H 8.36227 7.62888 -1.41330 -0.07 -0.48 0.37
H 5.72804 9.62029 -2.68389 0.09 0.32 0.05
H 4.73965 9.72802 -1.18939 0.97 -0.07 -0.54
H 6.95078 11.64995 -1.83232 0.43 0.15 -0.74
H 5.55885 11.81334 -0.84302 0.42 -0.51 -0.08
H 8.29231 10.79561 -0.06998 0.35 0.26 -0.42
H 7.05457 11.36929 0.92844 -0.36 0.62 0.93
H 7.64636 8.70433 0.87191 -0.34 0.41 -0.34
H 5.92078 9.16132 0.92583 0.59 0.44 -0.10
O -3.16984 6.35827 0.23205 -1.74 5.26 -1.45
C -2.67552 5.26594 0.63036 5.69 -6.19 1.32
O -1.44479 5.11864 0.86879 2.13 3.20 0.03
O -3.25412 4.19299 0.69301 -5.33 -1.58 -0.42
H -2.43910 7.02479 0.14383 -0.74 -1.06 0.27
O -10.22434 -8.36597 5.78952 3.25 -1.68 -2.56
C 0.45250 -6.26434 1.52008 1.64 -3.13 -1.29
O 1.04556 -7.21804 1.09139 -1.71 3.00 1.28
O -0.14402 -5.36583 1.92675 0.08 0.13 0.00
H -9.45018 -8.88177 5.25801 -2.77 1.99 1.44
O -6.55166 -2.62151 -2.21957 -0.54 0.42 0.58
C -5.64347 -2.31522 -1.28907 3.24 -1.49 -1.06
O -6.01927 -1.42646 -0.39270 4.22 -0.33 -0.32
O -4.46868 -2.75194 -1.31501 -3.30 1.32 0.18
H -6.18543 -3.20282 -2.90181 0.26 0.03 0.33
```
Positions in Å, forces in eV/Å.